6
Properties=species:S:1:pos:R:3:forces:R:3:mulliken_charge:R:1 method="wB97M-V/def2-TZVPD" charge=0 e_tot_ev=-20675.5095 homo_ev="-7.510 / -7.978" homo_lumo_gap_ha="0.2110 / 0.2287" fmax_ev_per_a=1.44 e_above_lowest_ev=5.724 e_lumo_ev="-1.8 / -1.8"
H 2.1050 0.2466 -0.9051 -0.347 -0.388 -0.245 0.182
C 1.6309 0.1189 0.0756 0.207 0.340 1.214 -0.431
P -2.3769 -0.8446 -0.1303 -0.299 1.163 0.682 0.057
C -1.0108 0.2370 -0.2081 1.297 -0.283 -0.558 -0.080
P -2.2411 1.1166 0.6344 -0.364 -1.170 -0.306 0.084
H 1.8930 -0.8744 0.5335 -0.494 0.338 -0.787 0.188